This record from the OMol25 dataset describes a molecular structure, C60H52BiN2O4P3 in a non-equilibrium geometry. The level of theory is the ωB97M-V functional and the def2-TZVPD basis.

## Properties
E_LUMO	0.005	hartree
HOMO energy	-7.09	eV
electronic energy	-107933.309	eV

Last column: Mulliken charge in e.
CARTESIAN COORDINATES (ANGSTROEM)
H: 6.77580 -0.90086 1.47995  0.40
H: 0.45194 -1.05642 4.82705  0.92
H: 4.01638 2.56559 2.65390  0.45
C: -5.96596 0.79364 4.54126  -0.73
H: 4.53735 -5.00660 -6.24225  0.40
C: 2.86218 2.67238 4.47018  -0.80
H: -7.55906 -0.30076 3.54612  0.29
C: 3.02338 -4.12228 -2.58011  0.28
H: 7.03917 -1.15547 -0.99901  0.37
O: 1.89917 -1.78414 2.16606  -0.60
P: 2.27018 -1.47236 -2.02662  1.32
C: 3.07573 2.30358 3.14542  -0.94
C: -0.11137 4.26531 -2.63546  -1.49
C: 3.68005 -1.27532 -0.90491  0.36
H: -4.46859 -1.51692 4.48168  0.36
O: -1.51755 -3.64823 1.78229  -0.69
H: -2.40908 1.05223 1.17947  -0.31
C: 4.01740 -4.61922 -5.37897  -0.75
C: 3.22126 -5.38657 -4.69048  -1.28
H: -3.13313 -0.69391 2.63363  0.78
H: -6.35808 0.53378 5.52789  0.37
C: -0.03192 -3.89187 -2.04619  0.91
H: -0.66041 -3.47605 -3.98077  0.41
C: 6.02452 -1.13628 -0.49902  -0.53
H: 5.24816 -1.30420 -2.43664  0.12
H: 3.06684 -6.35583 -5.16169  0.31
H: -2.67861 1.32895 -2.78148  0.25
C: 1.07716 3.09117 -0.86590  -0.30
H: 3.66418 3.18025 4.97681  0.38
C: 0.79998 1.53177 4.48579  -1.01
Bi: 0.21961 -1.39744 -0.17626  1.97
H: -0.28825 5.02466 -3.35870  0.52
C: 0.94357 1.14372 3.11138  0.54
C: 4.23321 -3.17793 -5.12414  -0.91
O: 0.62410 -3.79961 0.20486  -1.09
H: 1.67768 -5.68904 -3.25651  0.75
C: 1.59615 -0.21410 -4.34053  -0.86
P: -0.40652 0.25234 2.31464  1.16
N: -2.14822 -2.81737 -2.03030  -0.23
H: 2.25728 2.77038 -5.83754  0.47
C: -1.67595 1.53871 1.85557  1.49
C: 2.22977 2.00829 -5.08630  -0.77
C: -4.79092 1.61150 4.42566  -0.83
H: -5.20006 6.20292 0.58834  0.28
H: -4.64946 1.43622 1.00732  0.54
H: 3.03834 -4.25198 -0.42377  0.49
C: 0.20588 -3.62994 -3.31731  -1.29
C: -4.20238 5.75617 0.88270  -0.42
C: 2.97588 2.14608 -3.91154  -0.47
C: -1.43357 -3.72921 -1.50857  -1.41
C: 2.15271 1.48891 2.48824  0.45
H: 4.13411 -1.38639 -4.20888  0.32
C: 2.96968 1.19918 -2.88393  -0.11
H: -0.67375 -3.76922 1.35508  0.48
H: -0.82755 6.19799 0.40603  0.37
C: -2.63989 -0.83696 3.56662  -0.26
C: 0.91974 4.20589 -1.65891  -0.53
C: 5.87495 -1.01355 0.87764  -1.13
C: -2.87309 4.00552 1.94141  0.71
C: -3.34447 -1.39666 4.67880  -0.72
H: -1.72001 -4.18136 -0.57322  0.54
C: 2.05384 -1.47357 1.05008  0.88
H: -4.22702 -2.69715 -1.76853  0.47
H: 4.26783 -1.17183 2.45980  0.44
C: -3.31754 -2.31178 -1.34658  -0.83
C: 2.34288 -4.26942 -1.24343  -1.43
H: 1.45334 -3.29188 -4.98846  0.86
C: 4.55149 -1.12447 1.37660  -0.19
C: -1.07113 3.32712 -2.46736  -0.77
C: -1.94186 1.10013 -2.00224  -1.01
C: 3.49254 -1.23790 0.50068  -0.18
C: -1.25445 -1.74704 5.84029  -0.95
C: -3.29892 -0.74368 -1.62651  -1.01
H: 3.45707 1.30254 -1.90047  0.30
H: -3.17468 -2.26588 6.59378  0.42
C: -3.05183 6.33867 0.38766  -0.74
C: 1.51483 -3.64039 -3.97518  -0.08
P: -2.59652 2.64282 3.06420  -0.06
H: -4.96015 4.08305 2.05277  0.62
C: 1.05186 -4.01147 -0.99513  -0.02
H: 1.54497 2.61737 6.15107  0.44
H: 4.13210 -4.25724 -2.58040  0.55
C: -4.25751 1.86034 3.15908  0.72
H: 3.58002 3.02096 -3.66011  0.35
H: 1.92167 2.97465 -0.16388  0.11
C: -4.95213 1.31099 2.04001  -0.06
H: 4.86476 -2.78752 -5.94452  0.34
H: 1.65778 4.95613 -1.48159  0.44
H: -0.84754 -2.13873 6.74711  0.45
C: -1.28370 -0.62627 3.75565  -0.32
H: -2.03930 3.47693 -2.98830  0.32
H: 1.17071 -1.09980 -4.57389  0.47
C: -1.72538 4.59780 1.48449  -0.50
H: -0.79024 4.09728 1.61822  0.61
H: -3.19555 7.23729 -0.21104  0.38
H: 2.33130 1.27019 1.38881  -0.03
C: 3.66095 -2.38115 -4.26632  -1.41
C: -0.58111 -1.18261 4.81155  -0.74
C: -0.90471 2.11869 -1.80769  0.72
H: -4.30039 1.88828 5.34085  0.40
C: 2.23471 -4.88930 -3.65905  0.23
H: -3.25283 -2.70002 -0.30911  0.29
C: 0.27465 1.94465 -1.01304  0.29
C: -6.62302 0.32360 3.41071  -0.32
C: -6.11771 0.54428 2.18839  -0.62
H: -4.07694 -0.26934 -0.98209  0.23
C: 4.96636 -1.27945 -1.34788  -0.02
H: -3.52831 -0.34553 -2.66494  0.51
C: 2.66443 -2.80236 -3.23734  1.92
C: -4.15826 4.62665 1.68075  -0.93
O: 0.58217 0.86667 -0.33567  0.49
H: -6.55263 0.15048 1.19536  0.27
H: -0.10827 1.34031 4.97027  0.48
N: -2.08067 0.02055 -1.30310  0.77
H: 0.81489 0.64806 -6.08838  0.38
C: -2.66281 -1.82114 5.75565  -0.78
H: -1.26219 -3.11429 2.56641  0.26
C: -1.79103 5.71199 0.64517  -0.35
H: -1.11437 2.23396 1.22696  -1.28
C: 1.73487 2.30391 5.12082  -0.74
C: 2.25412 -0.03296 -3.09266  0.45
C: 1.48892 0.86484 -5.23418  -0.83

***

This record from the OMol25 dataset describes a molecular structure, C60H55BaBrFGeN2O6P3Se in a non-equilibrium geometry. The level of theory is the ωB97M-V functional and the def2-TZVPD basis.

## Properties
E_LUMO	0.133	hartree
net charge	-2
HOMO energy	0.15	eV
electronic energy	-301563.667	eV

Last column: Mulliken charge in e.
CARTESIAN COORDINATES (ANGSTROEM)
H: 4.58616 -2.11463 1.31830  0.40
C: -3.93113 -4.85376 -2.80093  -0.59
H: -5.78037 5.69550 -1.75057  0.36
H: 6.90547 -1.26730 1.35987  0.44
C: -3.46213 -4.80224 1.72448  -0.25
C: 4.12047 0.49557 4.30304  -0.50
H: 0.78705 1.03924 6.07648  0.30
C: 2.60287 2.34648 4.39357  -0.42
C: -2.33426 -6.09692 3.38081  -1.06
C: 3.86396 -5.51798 -0.13594  -0.96
O: -1.60440 -0.35342 -1.05947  1.49
O: -1.78889 2.19538 0.29111  -0.44
O: 1.03244 1.66213 1.70952  0.83
H: 5.76098 3.35176 5.06008  0.37
C: 2.35796 -2.64319 6.61839  -0.80
C: 2.04953 -5.37605 1.40588  -0.54
H: 1.40387 -5.85109 2.13566  0.41
H: 3.87693 0.03708 -2.30839  0.61
H: -4.68094 -3.26426 -1.60162  0.26
C: 2.63505 -3.44261 0.10118  0.19
H: 3.46868 4.24559 4.85321  0.40
C: 4.54917 -0.27725 -1.52087  -0.74
H: -3.42486 1.58681 5.65712  0.38
H: -2.31535 -6.92578 4.07722  0.41
C: 4.09731 -1.15440 -0.53809  0.28
Se: -2.78462 -1.14125 -3.90403  -1.34
P: -2.33765 -2.62422 0.31673  1.86
C: 3.09798 -2.50797 -3.21086  -0.26
H: 1.37176 -4.94179 4.37286  0.13
O: 0.14041 0.36223 -3.39554  -0.36
H: 0.46489 2.41270 1.98830  0.14
C: 3.64648 -4.20177 -0.48969  -0.12
C: 5.16762 1.33455 4.63448  -0.76
C: 4.94729 -1.48067 0.51735  -0.74
C: -1.61574 -4.67030 -1.31581  -0.71
H: -1.37304 1.72982 7.02036  0.40
C: -0.10917 0.95869 5.47622  -0.05
C: 4.93870 2.68684 4.83402  -0.53
H: 1.18920 -3.45062 -5.83864  0.38
C: -2.40467 0.81404 3.93560  -0.26
H: -3.79365 -2.29679 2.81405  0.37
C: -2.68245 -3.81848 -1.03448  0.99
C: -2.47744 1.27517 5.23839  -0.97
H: 2.23053 -4.78526 6.65188  0.40
O: -0.59152 3.80803 2.00068  -0.78
C: 1.56360 -3.96216 4.79021  -0.22
H: 2.46911 -0.54541 6.25464  0.29
H: -0.69900 -4.58155 -0.73808  0.07
H: -5.83481 -1.09831 3.43965  0.37
C: 3.65321 3.18883 4.71546  -0.83
H: -3.94728 2.19239 1.19987  0.53
C: 6.24600 -1.00525 0.54178  -0.59
C: 1.83466 -4.03722 1.07869  -0.29
H: -3.45502 4.88092 -2.06331  0.47
H: 4.31028 -0.55464 4.11677  0.42
H: -0.86072 -6.24863 -2.54420  0.40
C: -0.02763 0.48920 4.16990  0.17
H: -0.36940 -5.48129 3.87827  0.06
H: -0.10054 4.28306 1.32082  0.27
N: -1.61261 3.39701 -1.64994  -0.72
C: -5.85766 -0.50486 0.11050  -1.03
C: 1.69076 -1.57843 4.54820  0.50
H: 6.18996 0.87291 -2.26617  0.43
H: -4.32664 -6.50231 2.69960  0.39
C: -3.95799 -1.86431 0.71513  0.19
P: 1.55710 -0.10411 3.42802  1.42
C: -5.52936 -1.12829 2.39982  -0.77
H: -1.14561 0.10236 2.37630  0.43
H: -2.29294 0.27114 -0.80046  -0.22
H: -4.82294 -4.89243 -3.41033  0.39
H: -0.02603 -2.27400 -1.92974  0.75
H: 2.72611 -2.56167 7.63403  0.40
C: -1.18689 0.42708 3.40312  -0.28
H: 3.19748 -7.15604 1.08514  0.39
Ba: 0.48607 0.83515 -0.89980  1.24
C: -3.46027 -5.85912 2.60998  -0.89
C: -6.17348 4.39378 -0.09504  -0.51
C: -4.08595 4.48583 -1.28422  -0.47
H: 7.72876 0.17181 -0.47163  0.36
H: 3.55339 -3.12736 -5.20504  0.39
C: -4.37685 -1.80700 2.04485  -0.62
C: 2.82009 0.98676 4.18563  0.30
C: -3.58030 3.48842 -0.45326  0.14
C: -2.86739 -5.69180 -3.07928  -0.72
P: 2.36073 -1.72281 -0.54741  1.35
N: -2.27036 3.00100 -0.62428  1.05
C: -2.35488 -3.96681 1.59125  -0.51
H: -0.60612 -2.99953 -4.18109  0.36
H: -6.42351 0.01994 -0.64758  0.45
H: -6.26859 2.99795 1.52701  0.37
H: -0.12954 1.13988 -3.89444  0.13
C: 1.43838 -3.13961 -4.83240  -1.08
C: 3.04787 -6.11954 0.80955  -0.98
H: 4.13737 -2.32760 -2.97026  0.35
C: 2.19368 -1.50850 5.84536  -0.07
H: -4.32964 -4.60667 1.10740  0.44
H: 4.28046 -3.74719 -1.23813  0.29
C: 0.76818 -2.46113 -2.63980  -0.74
Br: 2.90291 2.69844 -0.57119  -0.86
C: -4.69855 -1.17325 -0.24627  -0.13
H: -1.16930 3.17888 1.49253  0.40
C: -1.70579 -5.60555 -2.32701  -0.52
C: -6.28117 -0.48259 1.43039  -0.51
H: 4.65870 -6.08386 -0.60484  0.40
C: 2.07063 -3.88258 6.07519  -1.12
C: -3.84727 -3.92352 -1.77891  -0.45
C: -1.23081 -5.27425 3.25840  0.16
C: 2.09567 -2.25842 -2.27625  0.93
H: -7.18502 0.04606 1.70823  0.40
C: 0.43502 -2.89752 -3.91031  -0.72
O: -0.43830 2.94962 -1.76972  -0.55
H: 6.17332 0.94202 4.71672  0.39
H: -1.93538 -0.66776 -1.94709  -0.75
H: -2.93257 -6.40156 -3.89441  0.32
H: -0.61899 -0.25221 -3.58219  -0.16
C: -1.22209 -4.19877 2.37107  0.51
C: -5.65809 3.41663 0.73984  -0.73
H: 1.86600 2.05615 1.39808  -0.23
C: -5.38124 4.92821 -1.10130  -0.48
C: 1.32502 -2.82458 4.02428  -0.51
C: 6.70652 -0.18436 -0.47578  -0.66
H: -7.19103 4.73843 0.03441  0.37
H: 1.60435 2.74824 4.29359  0.39
C: -1.32527 1.35471 6.00506  -0.87
H: -3.29158 0.75475 3.32087  0.42
F: 0.17752 -1.55834 1.48827  0.43
C: 2.76658 -2.94847 -4.48022  -0.85
C: 5.84884 0.19498 -1.49626  -0.68
H: -4.37962 -1.15487 -1.28248  0.22
C: -4.36229 2.96373 0.56925  -0.13
Ge: 0.47866 -3.14099 2.22221  0.93

***

This record from the OMol25 dataset describes 8 unconnected molecules or ions with the total composition C60H56N8O18 in a non-equilibrium geometry. The level of theory is the ωB97M-V functional and the def2-TZVPD basis.

## Properties
E_LUMO	-0.052	hartree
SMILES	CC(=O)OCCCCC1=CC(=O)c2cc(CCN)ccc2C1=O.O=[N+]([O-])c1ccccc1.O=[N+]([O-])c1ccccc1.O=[N+]([O-])c1ccccc1.O=[N+]([O-])c1ccccc1.O=[N+]([O-])c1ccccc1.O=[N+]([O-])c1ccccc1.O=[N+]([O-])c1ccccc1
HOMO energy	-8.68	eV
electronic energy	-111867.872	eV

Last column: Mulliken charge in e.
CARTESIAN COORDINATES (ANGSTROEM)
C: -3.76472 1.20454 0.98708  -0.21
H: -4.58821 -0.72227 2.38426  0.30
H: 10.27270 1.25327 -4.80310  0.43
C: -7.84510 -6.88511 6.13714  -0.45
C: -15.62193 -2.70733 -2.06965  -0.18
C: -6.44649 0.66669 1.66610  0.25
H: 12.37077 -1.40836 -7.51298  0.43
H: -1.03709 2.13587 0.11698  0.28
H: 8.07865 -1.33256 -7.43658  0.39
O: 5.85526 0.81526 -4.30643  -0.60
H: 7.70836 -2.47641 -0.03813  0.39
H: 4.31295 5.57035 -3.12937  0.37
C: 13.84161 5.50786 5.75778  -0.37
C: -17.90000 -3.86724 -0.92437  -0.41
C: -8.76802 -5.62569 4.29360  0.04
N: -9.77132 -5.47788 3.23246  0.92
C: 2.79378 2.52212 -3.17965  -0.39
H: -11.87603 -0.33407 -0.42770  -0.01
C: 12.71051 -0.72157 1.76910  0.16
H: 12.96835 4.40491 7.39129  0.37
C: 15.25889 3.17892 5.19163  0.11
C: -7.61490 -0.21699 2.42329  0.14
O: -9.58817 -1.24290 -1.59333  -0.35
H: 13.29307 6.42072 5.98360  0.36
H: 6.03585 -2.26278 -1.84387  0.46
O: -9.70797 -4.46900 2.51424  -0.62
C: -10.30672 -0.64179 -2.73607  0.61
C: 6.79522 -0.34143 -2.52707  -0.31
C: -8.56211 2.29676 0.76014  0.12
C: -11.69241 -1.44471 -0.09635  0.31
C: -10.46129 -2.20640 -0.86245  -0.45
O: 11.09806 0.92738 1.51086  -0.58
N: 12.75341 0.45066 -5.56832  0.96
C: 2.18767 5.25360 -3.31504  -0.33
C: -4.16788 2.57600 0.14275  0.63
C: -1.85347 4.05717 0.39827  -0.42
H: -6.10205 3.91421 -0.53841  0.21
O: 13.78965 -0.01745 -6.06307  -0.59
C: -9.17079 -0.19660 1.84576  0.52
C: -6.93770 1.98868 0.82174  0.26
C: 15.43816 4.31309 4.38852  -0.28
C: 7.71813 -1.60085 -0.68353  -0.76
O: 16.82767 1.98703 3.96523  -0.59
H: 13.51408 1.30054 1.78754  0.45
H: -1.21349 4.85751 -0.21434  0.19
H: 14.57949 -3.55522 2.02497  0.37
C: -17.29920 -2.76920 -0.30570  -0.39
H: -12.34261 -2.28889 1.99223  0.32
C: 8.67159 -0.60056 -0.48617  -0.23
C: -3.08314 3.56003 -0.61933  -0.45
C: -10.63954 0.99495 -2.82136  -0.65
O: -0.44572 5.94529 -3.64258  -0.59
O: 10.44112 -1.16515 1.56740  -0.67
H: -9.83885 -2.94540 -0.20254  0.13
C: 14.33756 -2.49579 1.97379  -0.46
H: -11.29013 1.30006 -1.88561  0.19
C: 3.81340 3.47328 -3.11808  -0.11
H: -10.68342 1.12185 0.67392  0.23
N: 16.02302 1.95834 4.90743  1.01
C: 11.46876 -0.02570 -6.09486  0.04
H: -6.12129 -3.98473 5.66846  0.41
C: -17.36758 -4.38142 -2.10770  -0.37
H: -15.81915 -4.21582 -3.59844  0.37
O: -16.03892 -0.60036 0.80243  -0.60
H: -18.78607 -4.32089 -0.48546  0.36
C: 11.44986 -1.00243 -7.10005  -0.39
H: 12.22520 -2.84292 1.79598  0.43
H: -10.95729 -2.87572 -1.71759  0.35
O: -9.02505 3.50819 0.43078  -0.58
H: -7.77380 -3.74162 3.84840  0.50
O: -1.10266 3.85275 -3.58604  -0.59
C: 1.16673 4.29634 -3.38434  -0.07
H: -2.28185 4.65465 1.33832  0.30
C: -16.16305 -2.18837 -0.88587  0.02
H: 0.68142 2.17499 -3.35746  0.45
O: -10.71452 -1.34535 -3.82902  -0.58
C: 1.46451 2.92861 -3.31082  -0.34
H: -1.35391 2.53721 1.71302  0.32
H: -10.23990 -1.52788 3.35573  0.44
C: -16.22985 -3.80753 -2.67764  -0.55
C: -9.58643 1.01762 1.08531  -0.46
H: 16.12475 4.30691 3.54454  0.42
C: -10.10381 -1.50490 2.17010  -0.06
H: -14.73771 -2.26942 -2.52807  0.51
H: -2.65032 3.03498 -1.59992  0.17
C: 15.35719 -1.54462 2.03536  -0.53
C: 7.75806 0.65952 -2.33787  0.10
H: -3.60370 4.57710 -0.96576  0.29
C: 13.00829 -2.08930 1.84262  -0.31
N: 11.31754 -0.28872 1.60556  1.05
C: 10.27260 0.49143 -5.57986  -0.43
C: 15.05678 -0.18286 1.97245  -0.38
C: -7.80517 -4.62475 4.48280  -0.15
H: -9.62753 1.62500 -2.88410  0.26
H: 9.40053 -0.69838 0.31650  0.46
C: 9.05341 0.01885 -6.06965  -0.17
H: 14.85884 6.36464 4.06116  0.37
C: 3.51300 4.83505 -3.18099  -0.58
O: 12.72835 1.29006 -4.65683  -0.59
H: 9.44194 1.29954 -1.15221  0.44
N: -0.93472 2.92838 0.81667  -0.64
N: 5.79191 -0.19362 -3.58821  1.06
C: 10.22460 -1.46924 -7.57989  -0.36
N: -0.22624 4.72919 -3.54788  1.00
H: -17.72631 -2.38025 0.61606  0.43
O: -14.55922 -0.51254 -0.81505  -0.57
C: 8.69482 0.52491 -1.31134  -0.56
H: 15.85673 0.55244 2.02407  0.41
H: 14.21201 2.32794 6.89934  0.43
C: 9.03157 -0.96140 -7.06326  -0.57
O: -7.23791 -0.89840 3.53083  -0.59
H: 1.97029 6.31845 -3.36590  0.43
H: -12.68517 -2.03780 -0.38910  0.02
H: -9.52739 -7.54704 4.97680  0.43
H: 16.39266 -1.86659 2.13198  0.38
C: -4.86213 0.24874 1.76566  -0.59
H: -9.54743 -2.52985 1.91756  0.08
C: 6.77441 -1.47602 -1.70504  -0.37
H: -17.84285 -5.23421 -2.58944  0.36
H: -11.29188 1.22888 -3.78999  0.28
C: -5.79202 2.94960 0.07801  -0.70
H: -7.85487 -7.76068 6.78254  0.36
O: 4.93687 -1.08349 -3.70249  -0.61
C: 13.65924 4.37431 6.55147  -0.44
C: -8.78882 -6.76028 5.11563  -0.41
C: -11.61608 -1.45737 1.54000  -0.77
N: -15.54192 -1.01813 -0.25405  1.02
H: 3.03571 1.46268 -3.12847  0.35
O: -10.62637 -6.36776 3.11818  -0.58
C: 13.73145 0.23569 1.83840  -0.36
H: 10.19942 -2.23200 -8.35521  0.37
H: -2.63173 0.85237 1.05293  0.15
H: 7.78943 1.54264 -2.97227  0.53
C: -6.89164 -5.88483 6.33450  -0.36
H: -6.16271 -5.98265 7.13717  0.37
H: 4.84888 3.15132 -3.02146  0.38
C: 14.36527 3.20282 6.27127  -0.32
H: 8.11937 0.41180 -5.67416  0.47
O: 15.82236 0.97016 5.62919  -0.58
C: 14.72437 5.47801 4.67683  -0.47
C: -6.86842 -4.75935 5.50933  -0.56
H: -12.09226 -0.42398 1.90194  0.28

***

Look up the electronic energy of the third one. -111867.872 eV